1 | C4H13N2O2 | ωB97M-V/def2-TZVPD

## Properties
HOMO energy in eV: -12.9390
Kohn-Sham gap in eV: 9.80

```
! RIJCOSX wB97M-V def2-TZVPD def2/J DEFGRID3
* xyz 1 1
O 1.17 2.13 -2.71
C 0.42 1.26 -2.90
C 0.05 0.42 -1.63
C -0.34 1.44 -0.45
C -0.90 0.48 0.67
N 0.15 -0.34 1.43
N 1.10 -0.48 -1.07
H -0.04 1.02 -3.78
H -0.87 0.00 -1.87
H -1.26 2.03 -0.83
H 0.36 2.16 -0.19
H -1.63 -0.21 0.30
H -1.67 1.09 1.42
H 0.87 0.30 1.83
H 0.77 -1.06 0.77
H -0.21 -0.83 2.20
H 2.11 -0.27 -1.45
H 0.92 -1.45 -1.34
H -0.45 -2.32 3.83
H -0.04 -3.10 2.82
O -0.52 -2.30 2.92
*
```

Here are the Mulliken charges for atoms 1 to 5, given in e: atom 1 (O): -0.38, atom 2 (C): -0.22, atom 3 (C): 0.01, atom 4 (C): -0.71, atom 5 (C): -0.75

---

2 | C4H13N2O2 | ωB97M-V/def2-TZVPD

## Properties
HOMO energy in eV: -13.0273
Kohn-Sham gap in eV: 9.84

```
! RIJCOSX wB97M-V def2-TZVPD def2/J DEFGRID3
* xyz 1 1
N -1.11 1.04 1.93
C 0.25 0.23 1.88
C 0.56 -0.24 0.44
N -0.65 -1.07 0.07
C -0.90 -1.05 -1.43
C -0.95 0.34 -2.10
O -0.90 1.31 -1.37
H -1.85 0.51 2.48
H -1.22 1.36 0.99
H -1.19 1.91 2.48
H 1.03 0.80 2.47
H 0.08 -0.73 2.46
H 1.48 -0.98 0.50
H 0.81 0.62 -0.32
H -0.59 -2.09 0.37
H -0.28 -1.76 -2.07
H -1.99 -1.51 -1.55
H -1.37 0.46 -3.06
H 2.82 0.98 -1.69
H 3.21 -0.39 -1.45
O 2.76 0.24 -1.03
*
```

Here are the Mulliken charges for atoms 1 to 5, given in e: atom 1 (N): -0.25, atom 2 (C): -0.69, atom 3 (C): -0.39, atom 4 (N): -0.31, atom 5 (C): -0.56

---

3 | C4H13N2O2 | ωB97M-V/def2-TZVPD

## Properties
HOMO energy in eV: -13.4433
Kohn-Sham gap in eV: 5.98

```
! RIJCOSX wB97M-V def2-TZVPD def2/J DEFGRID3
* xyz 1 1
N 0.83 -1.39 1.06
C -0.39 -0.83 1.63
C -1.52 -1.23 0.74
N -1.41 -0.35 -0.40
C -1.49 1.16 -0.18
C -0.35 1.68 -0.94
O 0.93 1.68 -0.05
H 1.13 -0.95 0.10
H 0.54 2.07 0.81
H 1.63 -1.34 1.64
H -0.27 0.30 1.56
H -0.58 -1.09 2.78
H -1.54 -2.33 0.40
H -2.47 -1.08 1.35
H -1.49 -0.83 -1.27
H -2.49 1.61 -0.22
H -0.21 0.87 -1.71
H -0.55 2.65 -1.38
H 3.17 -0.66 -2.25
H 2.59 0.13 -1.05
O 2.46 -0.66 -1.56
*
```

Here are the Mulliken charges for atoms 1 to 5, given in e: atom 1 (N): -0.44, atom 2 (C): 0.06, atom 3 (C): -0.65, atom 4 (N): -0.08, atom 5 (C): -0.18

---

Most stable = 1

---

1 | C5H9N2 | ωB97M-V/def2-TZVPD

## Properties
HOMO energy in eV: -13.1093
Kohn-Sham gap in eV: 9.18

```
! RIJCOSX wB97M-V def2-TZVPD def2/J DEFGRID3
* xyz 1 1
C -0.27 0.46 -2.59
C 0.20 1.06 -1.63
C 0.26 -2.02 0.85
C -0.98 2.29 -0.12
C 0.21 1.71 -0.35
N 0.93 -1.91 2.04
N -0.25 -1.01 0.13
H -0.28 0.07 -3.57
H 0.17 -3.11 0.46
H -1.93 2.09 -0.75
H -0.66 -1.09 -0.71
H -1.04 3.03 0.69
H 1.23 1.94 0.13
H 1.67 -2.52 2.47
H 0.79 -0.95 2.41
H -0.05 -0.02 0.54
*
```

Here are the Mulliken charges for atoms 1 to 5, given in e: atom 1 (C): -0.37, atom 2 (C): 0.07, atom 3 (C): 0.27, atom 4 (C): -0.41, atom 5 (C): -0.58

---

2 | C5H9N2 | ωB97M-V/def2-TZVPD

## Properties
HOMO energy (alpha / beta) in eV: -15.5896 / -12.7331
Kohn-Sham gap (alpha / beta) in eV: 9.64 / 5.55

```
! RIJCOSX wB97M-V def2-TZVPD def2/J DEFGRID3
* xyz 1 1
C 0.11 0.12 1.35
C -1.16 -0.29 -0.41
C -0.97 -1.54 0.29
C 1.80 -1.99 -0.61
C -0.44 2.16 -0.02
N -0.35 -1.11 1.38
N -0.45 0.84 0.37
H 0.70 0.58 2.26
H -0.80 -0.12 -1.48
H -2.26 -0.06 -0.63
H 2.37 -1.35 0.08
H 1.89 -2.08 -1.62
H 0.87 -2.46 -0.41
H 0.22 2.17 -0.98
H -1.45 2.39 -0.44
H -0.08 2.75 0.87
*
```

Here are the Mulliken charges for atoms 1 to 5, given in e: atom 1 (C): 0.02, atom 2 (C): -0.22, atom 3 (C): -0.17, atom 4 (C): -1.06, atom 5 (C): -0.69

---

Most stable = 1

---

1 | C5H9N2 | ωB97M-V/def2-TZVPD

## Properties
HOMO energy (alpha / beta) in eV: -14.7838 / -14.1851
SMILES string: C/N=C/C=[N+]1CC1
Kohn-Sham gap (alpha / beta) in eV: 7.86 / 6.60

```
! RIJCOSX wB97M-V def2-TZVPD def2/J DEFGRID3
* xyz 1 1
C 2.85 -0.56 -0.04
N 1.42 -0.25 -0.07
C 1.01 0.94 0.19
C -0.30 1.33 0.41
N -1.48 0.03 0.65
C -2.73 0.02 -0.10
C -1.69 -0.99 -0.25
H 3.01 -1.16 -1.03
H 2.91 -1.24 0.85
H 3.53 0.43 0.00
H 1.90 1.76 0.11
H -0.70 2.28 0.52
H -2.96 0.85 -0.77
H -3.55 -0.27 0.47
H -2.07 -1.98 0.29
H -1.14 -1.18 -1.23
*
```

Here are the Mulliken charges for atoms 1 to 5, given in e: atom 1 (C): -0.60, atom 2 (N): -0.13, atom 3 (C): 0.36, atom 4 (C): -0.49, atom 5 (N): -0.10

---

2 | C5H9N2 | ωB97M-V/def2-TZVPD

## Properties
HOMO energy in eV: -14.6861
Kohn-Sham gap in eV: 11.38

```
! RIJCOSX wB97M-V def2-TZVPD def2/J DEFGRID3
* xyz 1 1
C 0.16 -0.11 -1.16
C -0.19 0.76 -0.25
C 0.99 -0.95 0.81
C -0.96 -1.28 0.49
C -0.09 2.23 -0.06
N -0.18 -0.19 1.10
N 0.21 -1.43 -0.43
H 0.42 0.13 -2.16
H 1.92 -0.45 0.65
H 1.13 -1.70 1.50
H -1.07 -2.00 1.18
H -1.86 -0.97 0.07
H -0.17 2.80 -1.00
H 0.91 2.23 0.39
H -0.75 2.45 0.68
H 0.51 -2.29 -1.08
*
```

Here are the Mulliken charges for atoms 1 to 5, given in e: atom 1 (C): -0.46, atom 2 (C): 0.38, atom 3 (C): -0.13, atom 4 (C): -0.19, atom 5 (C): -1.10

---

3 | C5H9N2 | ωB97M-V/def2-TZVPD

## Properties
HOMO energy in eV: -13.8857
Kohn-Sham gap in eV: 8.77

```
! RIJCOSX wB97M-V def2-TZVPD def2/J DEFGRID3
* xyz 1 1
C 0.73 0.64 -1.40
C 0.55 -1.60 -0.15
C 0.90 -0.10 -0.12
C -0.36 0.72 0.01
C -0.67 1.77 1.05
N -0.63 0.81 -1.31
N -0.83 -1.88 -0.13
H 1.42 1.07 -2.06
H 1.26 -2.05 -0.84
H 0.90 -1.83 0.90
H 1.87 0.11 0.50
H -1.82 1.88 0.98
H -0.41 2.79 0.82
H -0.33 1.90 2.09
H -1.39 -1.74 -0.94
H -1.19 -2.48 0.61
*
```

Here are the Mulliken charges for atoms 1 to 5, given in e: atom 1 (C): -0.39, atom 2 (C): -0.43, atom 3 (C): 0.31, atom 4 (C): 0.64, atom 5 (C): -1.23

---

4 | C5H9N2 | ωB97M-V/def2-TZVPD

## Properties
HOMO energy in eV: -14.0768
SMILES string: CN1C(=[NH2+])C12CC2
Kohn-Sham gap in eV: 10.49

```
! RIJCOSX wB97M-V def2-TZVPD def2/J DEFGRID3
* xyz 1 1
C -1.27 1.62 0.12
N -0.68 0.33 -0.10
C -0.78 -0.91 0.06
N -1.74 -1.84 -0.04
C 0.57 -0.46 0.17
C 1.88 -0.11 0.78
C 1.80 -0.41 -0.75
H -1.44 1.81 1.33
H -0.51 2.40 -0.27
H -2.30 1.77 -0.35
H -1.52 -2.87 -0.18
H -2.67 -1.63 0.08
H 2.30 -0.89 1.22
H 1.97 0.92 1.12
H 1.69 0.42 -1.44
H 2.29 -1.30 -1.09
*
```

Here are the Mulliken charges for atoms 1 to 5, given in e: atom 1 (C): -0.68, atom 2 (N): 0.01, atom 3 (C): 0.68, atom 4 (N): -0.40, atom 5 (C): 0.16

---

Most stable = 4

---

1 | C5H9N2 | ωB97M-V/def2-TZVPD

## Properties
HOMO energy (alpha / beta) in eV: -13.0150 / -13.1025
SMILES string: C[NH2+][C@H]1CC#CN1
Kohn-Sham gap (alpha / beta) in eV: 7.13 / 8.14

```
! RIJCOSX wB97M-V def2-TZVPD def2/J DEFGRID3
* xyz 1 1
C -1.73 1.03 0.01
N -0.76 0.07 -0.55
C 0.25 -0.49 0.50
C 1.17 -1.60 -0.09
C 2.14 -0.55 -0.57
C 2.05 0.75 -0.36
N 0.96 0.79 0.55
H -2.13 1.76 -0.80
H -2.61 0.39 0.44
H -1.31 1.66 0.77
H -0.07 0.60 -1.11
H -1.14 -0.68 -1.33
H -0.09 -0.52 1.58
H 0.54 -2.13 -0.90
H 1.56 -2.51 0.45
H 1.17 1.42 1.39
*
```

Here are the Mulliken charges for atoms 1 to 5, given in e: atom 1 (C): -0.77, atom 2 (N): -0.22, atom 3 (C): -0.02, atom 4 (C): -0.50, atom 5 (C): 0.04

---

2 | C5H9N2 | ωB97M-V/def2-TZVPD

## Properties
HOMO energy in eV: -14.8570
Kohn-Sham gap in eV: 10.00

```
! RIJCOSX wB97M-V def2-TZVPD def2/J DEFGRID3
* xyz 1 1
C -0.95 -1.32 -0.47
C -0.30 -2.42 0.29
C -1.05 0.87 -0.63
C 0.50 0.39 -0.73
C 1.32 0.80 0.49
N 0.31 -1.09 -0.86
N -1.78 -0.32 -0.23
H -0.15 -2.30 1.43
H -0.09 -3.30 -0.24
H -1.15 1.60 0.03
H -1.21 1.27 -1.55
H 1.17 0.66 -1.67
H 1.09 0.42 1.39
H 1.34 1.82 0.47
H 2.31 0.49 0.23
H -2.74 -0.21 -0.03
*
```

Here are the Mulliken charges for atoms 1 to 5, given in e: atom 1 (C): 0.41, atom 2 (C): -0.29, atom 3 (C): -0.86, atom 4 (C): 0.34, atom 5 (C): -1.50

---

Most stable = 2

---

1 | C4H10NO | ωB97M-V/def2-TZVPD

## Properties
HOMO energy in eV: -2.0590
SMILES string: CN[C@H](C)C[O-]
Kohn-Sham gap in eV: 6.02

```
! RIJCOSX wB97M-V def2-TZVPD def2/J DEFGRID3
* xyz -1 1
C -1.73 -1.11 -0.58
N -0.73 -0.77 0.44
C 0.06 0.40 0.05
C 1.31 0.11 -0.78
C 0.61 1.12 1.39
O 1.00 2.36 1.16
H -2.30 -0.20 -0.77
H -1.22 -1.42 -1.51
H -2.42 -1.89 -0.26
H -0.08 -1.54 0.49
H -0.49 1.26 -0.32
H 2.13 0.77 -0.47
H 1.15 0.43 -1.82
H 1.56 -0.95 -0.77
H 1.42 0.40 1.71
H -0.29 1.03 2.05
*
```

Here are the Mulliken charges for atoms 1 to 5, given in e: atom 1 (C): -0.85, atom 2 (N): -0.49, atom 3 (C): 0.29, atom 4 (C): -1.31, atom 5 (C): -0.84

---

2 | C4H10NO | ωB97M-V/def2-TZVPD

## Properties
HOMO energy in eV: -2.4809
SMILES string: CNCCC[O-]
Kohn-Sham gap in eV: 6.81

```
! RIJCOSX wB97M-V def2-TZVPD def2/J DEFGRID3
* xyz -1 1
C -0.32 -1.87 -1.52
N -0.61 -0.62 -0.83
C -0.12 -0.81 0.60
C -0.31 0.51 1.45
C 0.61 1.40 0.81
O 0.59 1.72 -0.56
H -0.52 -2.76 -0.79
H 0.82 -1.88 -1.72
H -0.96 -1.98 -2.39
H -0.35 0.42 -0.98
H 1.03 -1.06 0.57
H -0.40 -1.63 1.37
H -1.38 0.80 1.34
H -0.01 -0.07 2.40
H 0.64 2.35 1.37
H 1.61 1.00 1.06
*
```

Here are the Mulliken charges for atoms 1 to 5, given in e: atom 1 (C): -0.75, atom 2 (N): -0.49, atom 3 (C): -0.53, atom 4 (C): -0.54, atom 5 (C): -0.52

---

3 | C4H10NO | ωB97M-V/def2-TZVPD

## Properties
HOMO energy in eV: -2.5223
Kohn-Sham gap in eV: 7.05

```
! RIJCOSX wB97M-V def2-TZVPD def2/J DEFGRID3
* xyz -1 1
C -0.44 1.80 -0.96
C -1.06 1.00 -0.06
N -0.50 0.23 0.92
C -1.41 -0.78 1.50
H 0.64 1.81 -1.12
H -0.99 2.52 -1.52
H -2.15 1.05 -0.04
H 0.50 -0.43 0.37
H -0.86 -1.44 2.20
H -2.24 -0.36 2.11
H -1.81 -1.37 0.65
C 1.91 -0.66 -1.16
O 1.26 -1.25 -0.06
H 2.41 0.31 -1.01
H 2.71 -1.38 -1.59
H 1.17 -0.47 -1.97
*
```

Here are the Mulliken charges for atoms 1 to 5, given in e: atom 1 (C): -0.85, atom 2 (C): -0.01, atom 3 (N): -0.60, atom 4 (C): -0.91, atom 5 (H): 0.20

---

4 | C4H10NO | ωB97M-V/def2-TZVPD

## Properties
HOMO energy in eV: -2.2791
SMILES string: C[C@@H](N)CC[O-]
Kohn-Sham gap in eV: 6.49

```
! RIJCOSX wB97M-V def2-TZVPD def2/J DEFGRID3
* xyz -1 1
C -1.35 0.93 0.19
C -0.39 0.26 -0.80
N -0.24 1.03 -2.03
C 0.96 -0.11 -0.18
C 0.84 -1.22 0.96
O 0.32 -0.89 2.13
H -2.37 0.59 -0.02
H -1.31 2.01 -0.01
H -1.02 0.73 1.20
H -0.82 -0.73 -1.04
H -0.10 0.46 -2.85
H -0.99 1.68 -2.20
H 1.52 0.72 0.26
H 1.45 -0.67 -0.99
H 1.92 -1.57 0.99
H 0.28 -2.03 0.39
*
```

Here are the Mulliken charges for atoms 1 to 5, given in e: atom 1 (C): -1.26, atom 2 (C): 0.74, atom 3 (N): -0.70, atom 4 (C): -0.92, atom 5 (C): -0.38

---

Most stable = 4

---

1 | C4H10NO | ωB97M-V/def2-TZVPD

## Properties
HOMO energy in eV: -2.2502
SMILES string: CNCCC[O-]
Kohn-Sham gap in eV: 6.37

```
! RIJCOSX wB97M-V def2-TZVPD def2/J DEFGRID3
* xyz -1 1
C 1.82 0.20 0.65
N 1.35 0.40 -0.72
C 0.23 -0.53 -1.06
C -1.20 -0.09 -0.69
C -1.55 0.03 0.84
O -2.83 0.27 1.05
H 2.47 1.03 0.95
H 2.44 -0.70 0.68
H 1.02 0.07 1.38
H 0.93 1.32 -0.79
H 0.45 -1.43 -0.50
H 0.27 -0.61 -2.15
H -1.46 0.88 -1.14
H -1.95 -0.80 -1.05
H -1.12 -0.91 1.32
H -0.86 0.85 1.22
*
```

Here are the Mulliken charges for atoms 1 to 5, given in e: atom 1 (C): -0.77, atom 2 (N): -0.45, atom 3 (C): -0.62, atom 4 (C): -0.49, atom 5 (C): -0.30

---

2 | C4H10NO | ωB97M-V/def2-TZVPD

## Properties
HOMO energy in eV: -2.4902
SMILES string: CC[C@H](N)C[O-]
Kohn-Sham gap in eV: 6.34

```
! RIJCOSX wB97M-V def2-TZVPD def2/J DEFGRID3
* xyz -1 1
C -2.03 0.55 0.13
C -0.58 0.62 -0.51
C 0.40 -0.47 -0.17
N 0.23 -0.96 1.16
C 1.93 -0.07 -0.32
O 2.77 -1.13 0.16
H -2.57 -0.34 -0.26
H -1.93 0.36 1.15
H -2.48 1.42 -0.15
H -0.67 0.64 -1.69
H -0.23 1.66 -0.30
H 0.53 -1.36 -0.85
H -0.78 -0.84 1.26
H 1.24 -1.20 1.16
H 2.14 0.36 -1.29
H 2.03 0.75 0.52
*
```

Here are the Mulliken charges for atoms 1 to 5, given in e: atom 1 (C): -1.43, atom 2 (C): -0.29, atom 3 (C): 0.39, atom 4 (N): -0.66, atom 5 (C): -0.81

---

Most stable = 1